(1)
Below is a structure of composition C8H13EuNP, with properties calculated with ωB97M-V/def2-TZVPD.

```
24
Properties=species:S:1:pos:R:3:forces:R:3:mulliken_charge:R:1
C -0.903 3.315 -0.449 0.206 0.019 0.369 -0.58
C 0.189 3.536 -1.326 0.372 -0.419 0.686 -0.66
C 1.359 3.716 -0.530 -0.808 0.270 0.239 -0.47
C 0.969 3.699 0.841 -0.631 -0.417 -0.560 -0.51
C -0.438 3.443 0.896 0.701 -0.261 -0.572 -0.66
Eu -1.520 -0.127 0.869 -0.258 1.032 1.497 -0.12
P -2.758 -0.387 -1.761 -1.333 -0.760 -1.213 -0.30
H -1.937 3.121 -0.729 0.093 0.194 -0.067 0.48
H 0.147 3.545 -2.410 0.016 -0.061 0.099 0.37
H 2.367 3.885 -0.910 -0.236 0.002 0.107 0.39
H -1.047 3.338 1.791 0.119 0.136 -0.106 0.42
H 1.623 3.823 1.700 -0.071 -0.012 -0.145 0.38
H -2.524 -1.467 -2.691 -0.033 0.309 0.481 0.09
H -3.301 0.483 -2.747 0.011 0.192 -0.059 0.07
H -4.058 -0.873 -1.318 0.892 0.274 -0.331 0.10
C 1.597 -4.213 1.809 0.013 0.113 0.062 -1.09
C 1.280 -3.786 0.365 0.401 -1.000 0.025 -0.47
C 0.854 -2.419 0.259 -1.129 3.263 -0.343 0.09
N 0.442 -1.325 0.167 1.952 -3.191 -0.150 -0.09
H 2.534 -3.772 2.153 -0.095 0.042 -0.042 0.33
H 1.691 -5.298 1.868 -0.008 0.041 -0.110 0.31
H 0.802 -3.903 2.488 0.008 -0.007 -0.071 0.33
H 2.157 -3.925 -0.283 -0.211 0.065 0.113 0.24
H 0.476 -4.407 -0.053 0.028 0.177 0.090 0.35
```
Forces are in eV/Å.

Computed properties:
Energy in eV: -38609.74156
Charge: -1
<S²>: 15.772
HOMO level (alpha / beta) in eV: -1.014 / -0.759
2S+1: 8
Kohn-Sham gap (alpha / beta) in eV: 3.5 / 3.3


(2)
Below is a cluster of 2 separate species, C12H15FN2O2 in total, with properties calculated with ωB97M-V/def2-TZVPD.

```
32
Properties=species:S:1:pos:R:3:forces:R:3:mulliken_charge:R:1
C -3.080 -1.467 -0.739 0.062 0.181 -1.693 -0.61
N -1.943 -2.106 0.028 -1.216 0.746 1.144 -0.37
C -1.342 -1.181 1.066 0.859 0.353 0.326 -0.44
C 0.141 -0.732 0.519 3.379 -1.059 0.303 0.47
C 1.418 -1.469 0.811 -3.009 2.892 -1.888 -0.47
C 2.810 -0.880 0.124 4.555 -2.033 2.058 0.33
O 4.002 -1.360 0.568 -7.274 2.983 -2.905 -0.58
C 2.820 0.307 -1.052 -3.942 1.714 -0.630 0.65
C 4.168 0.735 -1.890 0.111 -0.042 0.913 -0.71
C 3.974 0.807 -3.517 0.695 0.818 0.600 -0.19
F 3.517 -0.471 -4.111 0.926 2.981 1.357 -0.32
C 1.531 1.052 -1.330 2.978 -3.094 1.863 -0.42
C 0.203 0.624 -0.425 -3.641 3.480 -0.442 0.36
O -0.871 1.451 -0.452 6.326 -5.053 0.151 -0.58
H -3.488 -0.469 -0.285 0.785 -1.939 -0.551 0.16
H -3.969 -2.213 -0.916 1.765 1.407 0.431 0.28
H -2.635 -1.183 -1.810 -1.215 -0.497 2.185 0.20
H -2.221 -3.031 0.435 0.308 1.584 -0.363 0.29
H -1.971 -0.194 1.256 1.363 -2.191 -0.650 -0.10
H -1.247 -1.713 2.114 0.080 1.078 -2.220 0.47
H 1.381 -2.452 1.479 0.527 2.467 -1.611 0.29
H 4.431 1.846 -1.540 -0.583 -2.339 -0.875 0.31
H 5.096 0.075 -1.551 -2.226 1.207 -0.873 0.30
H 5.031 1.126 -3.972 -2.330 -1.157 0.819 0.29
H 3.259 1.729 -3.750 1.060 -2.518 0.179 0.23
H 1.507 1.911 -2.154 -0.304 -2.048 2.193 0.14
C -4.118 1.854 3.462 -0.184 0.159 -0.042 -0.82
C -3.005 0.905 3.625 0.986 -0.818 0.209 0.45
N -2.125 0.155 3.755 -1.536 1.318 -0.078 -0.42
H -4.058 2.677 4.182 0.189 -0.256 -0.055 0.30
H -4.126 2.300 2.461 0.207 -0.209 0.127 0.27
H -5.089 1.368 3.607 0.300 -0.113 0.017 0.27
```
Forces are in eV/Å.

Computed properties:
Energy in eV: -22470.86843
HOMO level in eV: -8.894
Relative energy (zero: lowest compared OMol25 entry of this formula, charge and spin) in kcal/mol: 244.2
Kohn-Sham gap in eV: 7.3


(3)
Below is a cluster of 3 separate species, C39H70N4O2S2 in total, with properties calculated with ωB97M-V/def2-TZVPD.

```
117
Properties=species:S:1:pos:R:3:forces:R:3:mulliken_charge:R:1
C 6.840 -5.955 1.854 0.377 0.127 0.303 -1.10
C 7.708 -5.816 0.609 -0.219 -0.372 -0.133 -0.40
C 6.953 -5.639 -0.730 0.189 0.185 0.565 -0.85
C 5.622 -4.908 -0.642 0.021 0.276 -0.895 -0.88
C 5.778 -3.376 -0.543 -0.292 -0.743 0.730 -0.53
C 4.586 -2.740 0.188 0.138 0.206 -0.699 -0.88
C 4.115 -1.427 -0.430 -0.110 0.086 0.475 -0.28
C 3.039 -0.824 0.470 0.673 -0.084 -0.704 -0.97
N 2.515 0.464 -0.039 -0.465 0.347 1.137 0.24
C 3.356 1.612 0.403 0.166 0.008 -0.825 -0.90
C 4.389 2.047 -0.628 0.787 0.103 0.311 -0.45
C 5.486 2.913 0.045 -0.324 0.386 -0.686 -0.96
C 5.655 4.309 -0.581 0.196 0.480 0.419 -0.52
C 5.915 5.438 0.448 0.516 -0.243 -0.218 -0.83
C 7.332 6.053 0.385 -0.393 0.670 0.038 -0.64
C 7.354 7.560 0.052 0.489 0.240 0.325 -0.41
C 7.740 8.440 1.251 -0.610 -0.175 -0.013 -1.21
C 1.215 0.679 0.535 -0.337 -0.323 -0.118 0.06
S 0.828 0.459 2.093 0.118 -0.174 0.176 -0.13
S -0.016 1.232 -0.622 0.523 -0.115 -0.617 -0.19
C -1.386 0.097 -0.328 -0.817 0.077 0.468 0.09
C -2.753 0.818 -0.234 0.512 -0.235 0.053 -0.48
C -3.461 0.491 1.086 -0.410 0.162 -0.367 -0.68
C -4.960 0.710 1.043 -0.119 -0.123 -0.661 0.39
C -5.716 0.174 0.021 0.162 0.422 1.020 -0.45
C -7.135 0.348 -0.058 0.814 -1.165 0.356 0.42
N -7.761 -0.259 -1.133 -0.509 2.290 0.364 -0.39
C -8.985 0.036 -1.405 0.156 -0.623 -0.269 0.79
C -10.156 -0.513 -0.672 0.027 0.385 0.679 -1.45
C -9.288 0.961 -2.536 -0.185 -0.804 -0.712 -0.98
C -7.746 1.113 0.925 0.050 -0.056 -0.200 -0.36
C -7.001 1.674 1.989 -0.160 0.060 -0.324 -0.35
N -7.662 2.410 2.926 0.167 -0.071 -0.053 -0.68
C -6.920 2.889 3.890 -0.210 -0.092 -0.121 -0.27
C -5.534 2.677 3.969 0.331 0.139 0.245 -0.41
N -4.857 2.002 3.075 -0.513 -0.023 -0.070 -0.47
C -5.599 1.488 2.065 0.167 -0.387 -0.329 0.15
H 6.091 -5.174 1.949 -0.124 0.059 -0.055 0.22
H 6.359 -6.927 1.923 -0.237 -0.053 -0.163 0.29
H 7.476 -5.872 2.735 0.041 -0.039 0.111 0.37
H 8.449 -5.033 0.761 -0.074 0.254 -0.020 0.35
H 8.279 -6.740 0.524 0.256 0.006 -0.009 0.34
H 6.830 -6.619 -1.185 -0.145 -0.075 -0.094 0.39
H 7.596 -5.050 -1.384 0.080 -0.146 -0.268 0.28
H 5.095 -5.098 -1.580 -0.193 -0.106 0.006 0.37
H 4.968 -5.287 0.136 0.090 -0.106 0.248 0.50
H 6.690 -3.180 0.021 0.163 0.277 -0.089 0.28
H 5.892 -2.985 -1.550 0.088 0.211 -0.068 0.47
H 3.742 -3.428 0.163 -0.097 -0.139 0.129 0.35
H 4.851 -2.576 1.230 -0.067 -0.046 0.196 0.37
H 3.697 -1.600 -1.420 0.066 0.017 -0.184 0.17
H 4.957 -0.743 -0.526 0.099 0.033 -0.057 0.23
H 3.470 -0.725 1.468 -0.213 0.145 0.250 0.28
H 2.231 -1.546 0.521 -0.239 0.019 0.082 0.53
H 3.864 1.383 1.342 -0.113 -0.183 0.170 0.28
H 2.702 2.461 0.589 -0.049 0.094 0.127 0.51
H 4.882 1.193 -1.082 -0.220 -0.194 -0.082 0.29
H 3.937 2.613 -1.436 -0.268 -0.036 -0.094 0.36
H 5.260 3.049 1.099 -0.002 -0.141 0.164 0.47
H 6.440 2.400 -0.042 0.114 -0.148 0.310 0.24
H 4.790 4.592 -1.178 -0.184 -0.202 -0.046 0.36
H 6.509 4.312 -1.255 -0.051 -0.143 -0.287 0.33
H 5.777 5.050 1.454 -0.245 -0.063 0.105 0.32
H 5.188 6.233 0.305 -0.139 0.085 0.058 0.42
H 7.963 5.550 -0.344 -0.030 -0.327 0.016 0.39
H 7.794 5.946 1.364 0.243 -0.202 0.016 0.33
H 8.078 7.766 -0.734 0.008 -0.121 -0.210 0.32
H 6.384 7.895 -0.308 -0.095 -0.054 -0.219 0.29
H 6.855 8.633 1.860 0.008 0.040 0.149 0.29
H 8.135 9.402 0.939 0.096 0.111 -0.002 0.35
H 8.456 7.936 1.894 0.273 0.048 -0.013 0.35
H -1.433 -0.652 -1.113 0.295 0.039 -0.245 0.40
H -1.211 -0.439 0.601 0.256 0.116 0.113 -0.40
H -2.579 1.889 -0.278 -0.168 0.161 -0.088 0.37
H -3.342 0.544 -1.103 -0.200 0.010 -0.039 0.17
H -3.021 1.123 1.848 0.013 -0.121 0.309 0.51
H -3.291 -0.551 1.357 0.119 -0.123 0.037 0.34
H -5.258 -0.401 -0.770 0.108 -0.078 -0.033 0.59
H -9.850 -1.115 0.176 0.044 -0.269 -0.042 0.34
H -10.725 0.333 -0.275 -0.180 0.064 -0.105 0.40
H -10.820 -1.054 -1.341 -0.025 -0.109 -0.111 0.45
H -8.839 0.533 -3.433 0.152 0.095 -0.114 0.23
H -8.820 1.930 -2.385 0.060 0.086 0.197 0.28
H -10.354 1.044 -2.725 -0.101 0.236 0.078 0.36
H -8.806 1.314 0.911 -0.146 0.022 0.050 0.41
H -7.413 3.473 4.655 -0.076 0.069 0.096 0.42
H -4.992 3.090 4.809 0.133 0.052 0.042 0.42
C -6.095 -0.621 -8.193 0.104 -0.081 0.120 -1.06
C -6.360 0.571 -7.288 0.010 0.007 -0.135 -0.33
O -6.727 0.215 -5.968 -0.213 0.094 0.086 -0.39
C -5.762 -0.510 -5.230 0.113 -0.099 0.149 -0.18
C -4.462 0.245 -5.006 0.002 0.051 -0.204 -1.10
H -6.925 -1.327 -8.146 -0.039 0.035 -0.037 0.29
H -5.970 -0.290 -9.224 -0.015 0.015 -0.003 0.39
H -5.188 -1.155 -7.904 0.018 0.019 -0.038 0.27
H -7.204 1.140 -7.679 -0.035 0.005 0.077 0.32
H -5.499 1.249 -7.279 0.031 -0.033 -0.008 0.30
H -5.575 -1.480 -5.704 0.072 0.014 -0.003 0.28
H -6.226 -0.716 -4.265 -0.090 0.041 -0.032 0.24
H -3.900 0.371 -5.934 0.034 -0.030 0.020 0.32
H -3.826 -0.300 -4.307 -0.018 -0.004 0.019 0.35
H -4.662 1.238 -4.603 -0.013 -0.029 0.073 0.30
C -0.171 -5.520 4.962 -0.127 0.089 -0.072 -1.03
C 0.708 -4.297 5.167 0.016 -0.092 0.080 -0.35
O 0.817 -3.473 4.023 0.107 0.017 -0.105 -0.39
C -0.392 -2.897 3.562 -0.096 0.115 -0.029 0.11
C -1.047 -1.964 4.566 -0.013 -0.138 0.138 -1.06
H 0.132 -6.059 4.063 0.052 -0.025 0.027 0.28
H -0.092 -6.189 5.819 0.021 -0.001 0.005 0.39
H -1.222 -5.249 4.848 -0.004 -0.017 0.042 0.26
H 1.726 -4.617 5.391 0.030 0.051 -0.056 0.34
H 0.363 -3.715 6.030 -0.042 -0.015 -0.001 0.29
H -1.091 -3.678 3.240 -0.034 0.004 0.052 0.31
H -0.125 -2.328 2.671 0.126 -0.034 -0.017 -0.13
H -1.439 -2.507 5.428 -0.044 0.012 -0.017 0.38
H -1.881 -1.435 4.101 0.019 0.022 -0.022 0.29
H -0.326 -1.233 4.934 0.002 0.042 -0.074 0.27
```
Forces are in eV/Å.

Computed properties:
Energy in eV: -73300.75216
HOMO level in eV: -7.417
Kohn-Sham gap in eV: 7.3